[1]
ORCA calculation (wB97M-V/def2-TZVPD) on a cluster of 12 separate species, C54H129N3O12 in total in a non-equilibrium geometry.

Structure (ORCA input):
```
! wB97M-V def2-TZVPD RIJCOSX def2/J DEFGRID3
* xyz 0 1
C 1.520 19.044 -23.269
C 1.334 20.565 -23.461
C 1.302 21.322 -22.157
O 2.355 20.986 -24.218
H 2.459 18.684 -22.850
H 1.517 18.490 -24.207
H 0.686 18.648 -22.689
H 0.440 20.821 -24.029
H 0.620 20.857 -21.445
H 0.918 22.332 -22.297
H 2.300 21.334 -21.720
H 2.400 21.944 -24.182
C 4.486 19.118 -19.452
C 4.923 19.485 -20.859
C 6.365 19.951 -20.997
O 4.745 18.330 -21.682
H 4.243 19.999 -18.858
H 5.121 18.504 -18.813
H 3.514 18.625 -19.486
H 4.237 20.282 -21.147
H 6.572 20.007 -22.065
H 7.061 19.277 -20.498
H 6.446 20.972 -20.625
H 4.682 18.598 -22.602
C 1.123 18.159 -15.191
C 2.117 18.319 -16.329
C 2.705 16.962 -16.773
O 1.499 18.985 -17.336
H 0.262 17.530 -15.421
H 0.873 19.154 -14.823
H 1.641 17.608 -14.406
H 2.951 18.805 -15.823
H 1.902 16.253 -16.972
H 3.450 16.581 -16.074
H 3.258 17.073 -17.706
H 0.813 18.479 -17.776
C 8.459 18.012 -17.776
C 7.670 17.681 -16.536
C 6.599 16.602 -16.793
O 8.665 17.103 -15.691
H 9.205 18.764 -17.522
H 7.740 18.420 -18.486
H 8.982 17.177 -18.244
H 7.218 18.562 -16.081
H 6.975 15.696 -17.269
H 5.792 16.879 -17.471
H 6.148 16.263 -15.860
H 8.293 16.948 -14.820
C 9.639 24.679 -22.599
C 9.139 23.323 -22.293
C 8.365 22.578 -23.404
O 10.261 22.436 -22.054
H 10.362 24.652 -23.414
H 10.041 25.188 -21.722
H 8.830 25.327 -22.937
H 8.601 23.415 -21.349
H 8.996 22.428 -24.280
H 7.511 23.164 -23.743
H 8.030 21.595 -23.072
H 9.889 21.595 -21.779
C 10.363 17.133 -21.317
C 10.537 18.398 -22.209
C 9.505 18.548 -23.288
O 10.505 19.532 -21.337
H 9.486 17.278 -20.685
H 11.207 16.991 -20.643
H 10.349 16.186 -21.857
H 11.512 18.296 -22.687
H 9.573 19.552 -23.708
H 8.512 18.533 -22.839
H 9.541 17.823 -24.100
H 11.147 19.332 -20.652
C 6.552 18.316 -25.406
C 5.091 18.753 -25.504
C 4.127 17.683 -26.080
O 4.599 19.306 -24.262
H 6.729 17.402 -24.838
H 7.274 18.950 -24.891
H 7.023 18.111 -26.367
H 5.109 19.594 -26.197
H 4.646 17.249 -26.934
H 3.160 18.114 -26.338
H 4.020 16.892 -25.337
H 3.881 19.894 -24.507
C 1.077 16.768 -20.087
C -0.136 17.737 -19.864
C -1.257 17.399 -20.845
O -0.743 17.608 -18.628
H 1.509 16.935 -21.073
H 0.799 15.714 -20.083
H 1.896 16.895 -19.379
H 0.136 18.785 -19.990
H -1.807 16.475 -20.666
H -0.899 17.446 -21.874
H -2.054 18.138 -20.767
H -0.906 16.663 -18.579
C 0.439 23.608 -16.475
C 0.362 22.342 -17.273
C -0.401 22.459 -18.628
O 1.690 21.901 -17.400
H 0.898 23.347 -15.521
H -0.594 23.913 -16.303
H 0.890 24.467 -16.971
H -0.125 21.619 -16.619
H -1.299 23.042 -18.422
H -0.804 21.511 -18.986
H 0.299 22.843 -19.369
H 1.874 20.962 -17.317
C 3.119 24.832 -26.611
C 4.046 24.525 -25.447
C 5.146 25.643 -25.358
C 5.868 25.831 -24.032
C 4.804 25.880 -22.892
C 3.797 24.712 -22.825
N 3.222 24.651 -24.250
O 2.118 23.736 -24.311
C 4.442 23.292 -22.343
C 2.733 25.104 -21.773
C 4.740 23.183 -25.509
H 2.282 24.137 -26.667
H 2.557 25.750 -26.440
H 3.630 24.972 -27.563
H 5.941 25.251 -25.993
H 4.812 26.640 -25.645
H 6.620 25.069 -23.829
H 6.381 26.791 -24.087
H 4.292 26.826 -23.072
H 5.266 25.965 -21.908
H 4.076 23.098 -21.334
H 5.532 23.261 -22.328
H 3.987 22.441 -22.851
H 2.132 25.949 -22.107
H 3.185 25.416 -20.831
H 2.246 24.147 -21.583
H 5.498 22.968 -24.756
H 4.001 22.386 -25.578
H 5.150 23.070 -26.512
H 1.406 24.380 -24.339
C 5.034 14.479 -24.633
C 4.588 14.411 -23.154
C 4.195 12.835 -23.026
C 3.992 12.432 -21.624
C 5.139 12.788 -20.702
C 5.785 14.241 -20.853
N 5.730 14.652 -22.277
O 6.367 15.870 -22.541
C 5.053 15.244 -19.940
C 7.300 14.132 -20.381
C 3.439 15.344 -22.825
H 4.201 14.486 -25.336
H 5.783 13.740 -24.920
H 5.484 15.463 -24.768
H 3.308 12.618 -23.620
H 4.914 12.195 -23.538
H 3.881 11.378 -21.371
H 3.048 12.869 -21.298
H 5.947 12.078 -20.875
H 4.641 12.658 -19.741
H 5.510 16.228 -20.041
H 3.981 15.317 -20.122
H 5.207 15.049 -18.878
H 7.406 14.030 -19.301
H 7.810 13.264 -20.801
H 7.925 14.949 -20.742
H 2.923 15.173 -21.880
H 2.680 15.341 -23.607
H 3.823 16.363 -22.774
H 5.826 16.518 -22.083
C 9.691 22.923 -16.480
C 8.947 22.393 -17.714
C 7.898 21.219 -17.390
C 6.523 21.732 -16.947
C 5.988 22.748 -17.972
C 6.953 23.973 -18.222
N 8.341 23.525 -18.499
O 9.193 24.538 -18.916
C 6.374 24.671 -19.442
C 6.831 24.867 -16.980
C 9.960 21.655 -18.614
H 8.989 23.270 -15.721
H 10.400 23.733 -16.648
H 10.379 22.186 -16.065
H 7.887 20.509 -18.217
H 8.294 20.725 -16.503
H 6.548 22.155 -15.943
H 5.890 20.845 -16.897
H 5.000 23.079 -17.650
H 5.879 22.167 -18.888
H 6.506 24.121 -20.373
H 5.342 24.992 -19.302
H 6.833 25.647 -19.596
H 5.834 25.287 -16.841
H 6.993 24.313 -16.055
H 7.524 25.698 -17.114
H 10.477 20.832 -18.120
H 10.783 22.301 -18.919
H 9.531 21.136 -19.472
H 9.301 24.331 -19.847
*
```

Properties
SMILES	CC1(C)CCCC(C)(C)N1O.CC1(C)CCCC(C)(C)N1O.CC1(C)CCCC(C)(C)N1O.CC(C)O.CC(C)O.CC(C)O.CC(C)O.CC(C)O.CC(C)O.CC(C)O.CC(C)O.CC(C)O
E	-87125.003	eV
frontier orbital gap	8.4	eV
HOMO level	-7.902	eV

[2]
ORCA calculation (wB97M-V/def2-TZVPD) on the ion C5H6N with charge +1 in a non-equilibrium geometry.

Structure (ORCA input):
```
! wB97M-V def2-TZVPD RIJCOSX def2/J DEFGRID3
* xyz 1 1
C 2.115 -1.206 0.992
C -0.486 0.057 -1.689
C -0.339 -0.778 0.507
C -0.695 0.772 0.493
C -0.724 1.069 -0.948
N 0.998 -0.999 0.819
H 3.227 -1.288 0.989
H -1.153 -1.535 0.657
H -1.698 1.009 0.875
H 0.196 1.343 1.045
H -0.638 -0.622 -2.446
H -0.802 2.177 -1.294
*
```

Properties
E	-6758.931	eV
frontier orbital gap (alpha / beta)	8.0 / 7.2	eV
HOMO level (alpha / beta)	-13.239 / -12.947	eV

[3]
ORCA calculation (wB97M-V/def2-TZVPD) on a structure of composition C38H36AsN2O7PS5V.

Structure (ORCA input):
```
! wB97M-V def2-TZVPD RIJCOSX def2/J DEFGRID3
* xyz -2 4
V 0.228 0.479 -0.188
O 0.379 3.619 3.185
C -0.413 4.513 2.565
C -0.877 5.603 3.303
C -1.688 6.555 2.714
C -2.053 6.437 1.377
C -1.590 5.358 0.642
C -0.767 4.391 1.210
C -0.285 3.228 0.409
O 0.125 2.197 1.061
N -0.322 3.362 -0.886
N 0.088 2.209 -1.543
C 0.037 2.357 -2.805
S -0.575 3.850 -3.529
C -0.368 3.280 -5.239
C -0.498 1.768 -5.260
S 0.545 1.117 -3.935
H 0.543 2.898 2.517
H -0.584 5.675 4.344
H -2.041 7.393 3.304
H -2.698 7.176 0.916
H -1.856 5.234 -0.399
H 0.606 3.589 -5.622
H -1.151 3.749 -5.838
H -0.153 1.338 -6.201
H -1.530 1.460 -5.088
O 4.470 -0.808 1.157
S 3.021 -0.769 1.269
O 2.314 -1.352 0.125
O 2.453 0.507 1.671
C 2.567 -1.876 2.599
C 3.539 -2.440 3.411
C 3.175 -3.297 4.437
C 1.833 -3.587 4.642
C 0.867 -3.015 3.827
C 1.212 -2.148 2.792
P -0.111 -1.402 1.717
C -0.771 -2.914 0.944
C 0.099 -3.926 0.540
C -0.369 -4.993 -0.213
C -1.707 -5.060 -0.576
C -2.577 -4.053 -0.185
C -2.112 -2.985 0.569
C -1.307 -0.969 3.034
C -2.312 -1.785 3.545
C -3.147 -1.323 4.554
C -2.987 -0.042 5.065
C -1.989 0.780 4.558
C -1.162 0.320 3.545
H 4.575 -2.195 3.215
H 3.934 -3.739 5.072
H 1.533 -4.259 5.438
H -0.176 -3.247 4.002
H 1.153 -3.855 0.778
H 0.323 -5.758 -0.544
H -2.064 -5.879 -1.189
H -3.612 -4.065 -0.505
H -2.781 -2.173 0.825
H -2.454 -2.783 3.148
H -3.932 -1.967 4.935
H -3.647 0.320 5.844
H -1.861 1.790 4.928
H -0.407 0.973 3.126
O -0.276 -2.250 -3.433
C -0.687 -1.533 -2.510
O 0.077 -0.947 -1.685
C -2.204 -1.332 -2.405
C -2.944 -2.056 -3.347
C -4.324 -2.039 -3.401
C -5.012 -1.258 -2.474
C -4.306 -0.529 -1.541
C -2.894 -0.532 -1.466
S -2.255 0.453 -0.158
H -2.365 -2.654 -4.038
H -4.856 -2.622 -4.144
H -6.097 -1.215 -2.478
H -4.837 0.082 -0.820
C 4.654 1.204 -4.290
As 4.283 0.693 -2.448
C 3.333 -0.977 -2.627
C 6.012 0.155 -1.762
S 3.446 2.247 -1.360
H 5.333 0.489 -4.758
H 5.091 2.200 -4.282
H 3.706 1.231 -4.825
H 3.730 -1.481 -3.511
H 2.261 -0.815 -2.728
H 3.491 -1.570 -1.731
H 6.449 -0.612 -2.404
H 5.851 -0.228 -0.754
H 6.653 1.035 -1.730
*
```

Properties
E	-207300.745	eV
frontier orbital gap (alpha / beta)	5.4 / 6.0	eV
HOMO level (alpha / beta)	-1.353 / -1.961	eV
⟨S²⟩	3.760